Record 1
The following is a quantum chemistry calculation of a molecular structure, C10H11Br4N11O4PV, from OMol25.

Results
**LUMO energy (spin up / spin down)**: -0.187 / -0.156 Ha
**M**: 750.805 g mol⁻¹
**Net charge**: +1
**Spin multiplicity**: 2
**E_HOMO (spin up / spin down)**: -11.25 / -11.29 eV
**Energy relative to the best compared isomer or geometry (same formula, charge and spin)**: 0.0 kcal/mol
**F_max**: 0.15 eV/A
**HOMO-LUMO gap (spin up / spin down)**: 0.226 / 0.259 Eh

Element x y z (Å)
V: 0.14 -0.40 1.08
N: -0.91 -2.59 3.47
C: -0.18 -1.49 3.86
N: 0.23 -1.23 5.07
N: 0.88 -0.04 4.96
N: 0.86 0.39 3.76
N: 0.18 -0.52 3.00
C: -1.47 -2.66 2.24
N: -2.46 -3.46 1.87
N: -2.75 -3.11 0.62
N: -1.97 -2.18 0.20
N: -1.12 -1.86 1.22
H: -1.23 -3.23 4.18
Br: 5.87 -2.02 -2.31
C: 4.14 -1.39 -1.91
C: 3.36 -0.79 -2.90
Br: 4.01 -0.61 -4.65
C: 2.07 -0.33 -2.61
Br: 0.96 0.49 -3.88
C: 1.58 -0.47 -1.32
O: 0.39 -0.08 -0.87
C: 2.38 -1.06 -0.35
O: 1.76 -1.10 0.85
C: 3.65 -1.53 -0.61
Br: 4.62 -2.29 0.80
N: -0.27 4.27 -0.61
C: -0.05 2.82 -0.98
P: -1.53 1.95 -0.30
O: -2.46 3.06 0.03
O: -1.10 1.02 0.85
C: -2.20 0.93 -1.67
N: -3.10 -0.16 -1.20
H: -0.08 4.91 -1.38
H: 0.30 4.55 0.19
H: -1.28 4.32 -0.32
H: 0.89 2.47 -0.55
H: 0.01 2.73 -2.06
H: -1.38 0.47 -2.22
H: -2.77 1.60 -2.32
H: -2.57 -0.97 -0.70
H: -3.59 -0.58 -1.99
H: -3.82 0.18 -0.56

Record 2
The following is a quantum chemistry calculation of a molecular structure, C39H36CrN7O12S2, from OMol25.

Results
**LUMO energy (spin up / spin down)**: 0.141 / 0.141 Ha
**M**: 910.884 g mol⁻¹
**Net charge**: -2
**Spin multiplicity**: 2
**E_HOMO (spin up / spin down)**: -1.96 / -2.13 eV
**Energy relative to the best compared isomer or geometry (same formula, charge and spin)**: 0.0 kcal/mol
**F_max**: 1.06 eV/A
**HOMO-LUMO gap (spin up / spin down)**: 0.213 / 0.219 Eh

Element x y z (Å)
Cr: 0.04 -0.24 0.31
O: -4.91 0.52 -3.81
C: -3.98 0.74 -3.08
C: -2.99 1.86 -3.21
O: -3.06 2.80 -3.96
C: -1.88 1.58 -2.24
C: -2.28 0.42 -1.47
O: -1.58 -0.14 -0.53
C: -3.56 -0.09 -1.91
O: -4.17 -1.06 -1.45
O: -0.83 2.22 -2.16
N: -1.01 -1.22 1.91
C: -0.27 -1.56 3.15
C: 0.78 -0.51 3.52
C: 1.99 -0.54 2.59
O: 3.10 -0.80 3.05
O: 1.76 -0.29 1.34
H: -1.87 -0.76 2.13
H: -1.27 -2.09 1.44
H: 0.22 -2.52 2.99
H: -0.96 -1.69 3.98
H: 1.14 -0.69 4.53
H: 0.33 0.48 3.46
C: 2.67 2.90 -5.00
O: 3.68 3.75 -4.49
C: 4.22 3.59 -3.23
C: 5.40 4.31 -3.05
C: 6.09 4.29 -1.86
C: 5.62 3.49 -0.82
C: 4.45 2.77 -0.99
C: 3.69 2.84 -2.17
N: 2.46 2.19 -2.26
C: 1.71 1.67 -1.19
N: 1.45 2.61 -0.27
C: 0.53 2.69 0.80
C: -0.30 1.61 1.10
C: -1.30 1.84 2.05
C: -1.43 3.04 2.73
C: -0.53 4.06 2.47
C: 0.44 3.90 1.50
O: 1.27 5.00 1.38
C: 1.72 5.49 0.13
N: 1.28 0.44 -1.20
C: 1.87 -0.43 -2.18
C: 3.25 -0.54 -2.33
C: 3.84 -1.39 -3.26
C: 3.04 -2.18 -4.06
C: 1.66 -2.14 -3.90
C: 1.07 -1.29 -2.96
O: -0.24 -1.23 -2.75
C: -1.09 -2.18 -3.35
H: 2.57 3.16 -6.05
H: 1.70 3.06 -4.52
H: 2.96 1.84 -4.94
H: 5.75 4.89 -3.89
H: 7.00 4.86 -1.75
H: 6.16 3.42 0.11
H: 4.10 2.14 -0.19
H: 2.26 1.71 -3.11
H: 1.77 3.50 -0.60
H: -2.04 1.07 2.25
H: -2.21 3.18 3.46
H: -0.57 5.01 2.99
H: 1.97 6.54 0.29
H: 0.94 5.44 -0.64
H: 2.63 4.98 -0.21
H: 3.89 0.02 -1.66
H: 4.92 -1.44 -3.33
H: 3.47 -2.84 -4.80
H: 1.03 -2.78 -4.50
H: -2.07 -2.01 -2.91
H: -0.77 -3.20 -3.12
H: -1.15 -2.04 -4.43
N: -4.28 -5.61 -4.84
C: -3.72 -5.52 -3.56
C: -2.70 -6.39 -3.17
C: -2.16 -6.32 -1.90
C: -2.65 -5.37 -1.00
C: -3.67 -4.50 -1.38
C: -4.20 -4.58 -2.64
S: -1.90 -5.16 0.59
O: -2.97 -4.93 1.52
O: -1.07 -6.33 0.82
N: -1.07 -3.80 0.47
C: 0.21 -3.71 0.05
S: 1.25 -5.07 -0.43
C: 2.59 -3.99 -0.61
C: 2.21 -2.74 -0.30
N: 0.88 -2.56 0.02
H: -3.66 -5.97 -5.54
H: -4.74 -4.76 -5.15
H: -2.33 -7.13 -3.88
H: -1.36 -6.98 -1.58
H: -4.02 -3.75 -0.68
H: -4.99 -3.89 -2.94
H: 3.58 -4.35 -0.86
H: 2.87 -1.89 -0.24

Record 3
The following is a quantum chemistry calculation of C5H12N2O in the gas phase, from OMol25.

Results
**LUMO energy**: 0.036 Ha
**M**: 116.164 g mol⁻¹
**E_HOMO**: -9.28 eV
**Energy relative to the best compared isomer or geometry (same formula, charge and spin)**: 19.4 kcal/mol
**SMILES string**: CCCNCC(N)=O
**F_max**: 1.38 eV/A
**HOMO-LUMO gap**: 0.377 Eh

Element x y z (Å)
C: -1.27 -2.43 0.07
C: -0.72 -1.66 1.28
C: 0.50 -0.82 0.89
N: 0.08 0.44 0.29
C: 1.22 1.23 -0.20
C: 0.85 2.09 -1.39
N: -0.16 2.97 -1.11
O: 1.37 2.00 -2.48
H: -1.29 -1.79 -0.82
H: -0.69 -3.33 -0.08
H: -2.31 -2.76 0.15
H: -0.44 -2.39 2.04
H: -1.43 -0.94 1.69
H: 1.19 -1.37 0.26
H: 1.02 -0.59 1.83
H: -0.50 0.23 -0.52
H: 2.08 0.61 -0.47
H: 1.56 1.91 0.58
H: -0.61 2.95 -0.21
H: -0.46 3.65 -1.79

Record 4
The following is a quantum chemistry calculation of a molecular structure, C5H12N, from OMol25.

Results
**LUMO energy**: -0.287 Ha
**M**: 86.158 g mol⁻¹
**Net charge**: +1
**E_HOMO**: -13.10 eV
**Energy relative to the best compared isomer or geometry (same formula, charge and spin)**: 269.5 kcal/mol
**F_max**: 7.45 eV/A
**HOMO-LUMO gap**: 0.195 Eh

Element x y z (Å)
C: -1.38 0.28 0.86
C: -0.32 1.13 0.29
C: 0.38 0.17 -0.70
C: 2.53 0.20 0.47
C: 1.71 -0.13 -0.59
N: -2.33 -0.20 -0.20
H: -0.91 -0.72 1.28
H: -2.00 0.79 1.64
H: 0.52 1.65 0.94
H: -0.90 1.99 -0.16
H: -0.05 -2.86 -0.43
H: -0.36 -0.48 -1.32
H: 2.09 0.45 1.46
H: 3.64 0.18 0.35
H: 2.11 -0.71 -1.45
H: -0.85 -3.07 -0.44
H: -0.66 1.28 -1.98
H: -3.22 0.03 -0.02